A) Below is a cluster of 10 separate species, C5H28NO10S in total, with properties calculated with ωB97M-V/def2-TZVPD.

Its spin multiplicity is 1. Its orbital gap is 0.2411 hartree. As for the charge: -1.

Last column: Mulliken charge in e.
Element x y z (Å)
1 H 2.6668 -4.0283 0.1769  0.2919
2 H 2.7159 4.5168 -0.8891  0.3189
3 H 1.9319 3.3021 -0.6410  0.2693
4 O -0.8615 1.1095 2.2001  -0.7196
5 H 2.9396 0.0204 3.4347  0.3166
6 O 3.5026 -2.0086 -0.0484  -0.7466
7 H -1.7574 0.2071 4.3119  0.3583
8 H 2.1761 -1.1898 2.7973  0.3871
9 H -0.8305 5.0670 -1.4224  0.3373
10 C 1.5023 0.5927 1.1143  -0.9323
11 O -1.4700 -0.1397 -4.6639  -0.6515
12 H -0.4153 -2.4667 -3.3392  0.3243
13 C 0.2072 -0.8303 -0.5410  0.2981
14 H -0.6783 -1.4056 -0.5913  -0.1406
15 H 2.4420 -0.0474 1.0447  0.2204
16 C -2.2917 -0.0882 0.7788  -0.1377
17 O 1.8548 -4.4772 0.2419  -0.5884
18 H -3.0419 -0.3012 1.5519  0.4442
19 O -2.1841 -3.4843 -0.9318  -0.5990
20 H -3.7890 0.8487 -0.2352  0.2245
21 O 2.8507 3.7018 -0.4881  -0.6246
22 H 0.1914 4.2463 -0.5352  0.3011
23 H 0.4423 -1.3485 -3.9558  0.2562
24 H 1.1517 -1.5792 -0.6092  -0.1654
25 H -1.6301 -3.3948 -0.2583  0.2882
26 H -0.7858 1.2235 4.9535  0.3142
27 O -1.4247 0.5502 5.1760  -0.6540
28 H 2.4782 -1.8601 -0.3920  -0.1776
29 O 0.4437 -2.0890 -3.2861  -0.6024
30 H 1.5546 1.2855 0.2824  0.0826
31 H 4.1712 -1.2999 -0.0341  0.2383
32 N 0.2736 -0.2105 0.7538  0.6549
33 H -2.6480 2.2209 0.3032  0.1746
34 O 2.9071 -0.9295 3.4064  -0.6509
35 C -0.8900 0.2244 1.3076  0.5332
36 H 0.1874 -0.0837 -1.3649  0.1989
37 O 0.0446 5.0769 -0.8767  -0.6460
38 H -2.2805 0.2652 -4.2393  0.3284
39 H -2.1856 -0.8437 0.0564  -0.2676
40 H 1.5194 0.7327 2.1842  0.2894
41 H -2.7874 -2.8433 -1.1759  0.2871
42 H 2.1483 -4.8797 1.0489  0.2943
43 C -2.6706 1.1317 -0.0587  -0.4533
44 S -1.7197 1.2661 -1.5624  -0.5790
45 H -0.7350 0.1884 -4.1812  0.3043

---

B) Below is a cluster of 10 separate species, C5H28NO10S in total, with properties calculated with ωB97M-V/def2-TZVPD.

Its spin multiplicity is 1. Its orbital gap is 0.2368 hartree. As for the charge: -1.

Last column: Mulliken charge in e.
Element x y z (Å)
1 H -3.9086 -1.6534 -0.0777  0.2551
2 H 1.1032 2.0756 1.7734  0.2972
3 H -0.9354 -0.3323 -2.8311  0.0159
4 H -0.6590 -2.8490 2.4251  0.3489
5 O -1.6691 -2.9950 -2.5146  -0.7048
6 O 1.7158 2.7607 2.0869  -0.7776
7 H -2.8230 -2.4878 -0.5990  0.2707
8 O -3.1050 -2.0850 0.2374  -0.6008
9 C -2.1408 1.1844 0.2780  -0.4652
10 H 0.9647 0.9803 -1.0943  0.1529
11 O -0.4577 2.6754 -0.6694  -0.7914
12 H -4.1930 0.3363 -0.1504  0.2832
13 C -0.0291 -0.8152 -0.2540  -0.6892
14 H -1.0674 -1.0670 -0.3581  0.1288
15 H 1.9026 3.1811 1.2254  0.4731
16 C -3.3630 0.9666 -0.5799  -0.9078
17 S -3.0215 0.5191 -2.2884  -0.4997
18 H 3.0985 0.6353 -1.1285  0.3378
19 H 4.0707 1.5342 2.3406  0.2916
20 H 2.8188 -1.6374 3.6854  0.2922
21 H -0.2781 0.0709 -4.2135  0.2795
22 H -2.3511 1.9172 1.0697  0.4548
23 H 2.3803 -0.0462 -2.3780  0.2663
24 O -0.1861 -0.5251 -3.4568  -0.6734
25 C -0.7750 1.5328 -0.3366  0.4526
26 H -1.9155 0.3250 0.9280  0.0680
27 H -4.0126 1.9048 -0.6845  0.3131
28 H -1.8544 -3.5102 2.0596  0.2961
29 H 3.2959 -0.3396 2.8917  0.3936
30 H -2.4606 -2.4442 -2.6141  0.3117
31 H 0.8998 -0.0835 1.5913  -0.2347
32 C 0.5175 -1.0637 1.1281  -0.6836
33 H 2.8460 2.7731 -1.4102  0.2911
34 N 0.1480 0.5710 -0.6354  0.8854
35 H -1.0357 -2.3933 -2.9307  0.3664
36 H 1.4076 3.1914 -1.0677  0.3638
37 O 2.7499 0.7645 -2.0168  -0.7220
38 H 0.4051 -1.4132 -1.1026  0.5101
39 H -0.1621 -1.1811 1.9750  0.2425
40 H 2.7421 1.3580 1.6569  0.5092
41 H 1.3312 -1.7875 1.2027  0.4008
42 O 3.6370 0.9355 1.7208  -0.7958
43 O -0.9055 -3.6910 1.9889  -0.6276
44 O 2.2909 2.9041 -0.6191  -0.7155
45 O 2.9836 -0.6970 3.7468  -0.6631

---

Looking at the structures above, which would you pick as the most stable? I would pick B).